(1)
{
  "formula": "C22H22N4O4",
  "method": "wB97M-V/def2-TZVPD",
  "symbols": ["C", "H", "O", "C", "C", "N", "C", "O", "C", "N", "C", "C", "C", "C", "C", "N", "C", "O", "N", "H", "C", "C", "C", "C", "C", "O", "H", "H", "H", "H", "H", "H", "C", "C", "C", "C", "C", "C", "H", "H", "H", "H", "H", "H", "H", "H", "H", "H", "H", "H", "H", "H"],
  "xyz": [[-1.5022, -1.1041, -1.8079], [-1.4183, -0.6404, -2.7891], [-1.1798, -2.4619, -1.9825], [-0.9717, -3.1857, -0.7957], [-2.2378, -3.4367, 0.0372], [-2.5553, -2.3144, 0.8935], [-3.7752, -1.7557, 0.9607], [-4.7539, -2.1625, 0.3781], [-3.8157, -0.4897, 1.8485], [-2.9589, 0.5203, 1.2968], [-1.6353, 0.6252, 1.5513], [-1.0497, 1.5757, 0.7340], [0.3283, 1.9134, 0.6570], [1.3599, 1.1053, 1.0256], [1.1469, -0.2199, 1.4218], [0.9670, -1.3262, 1.6902], [2.7569, 1.6126, 0.9059], [3.0038, 2.7313, 0.5019], [3.7093, 0.7410, 1.3164], [3.4510, -0.2025, 1.5647], [5.1236, 1.0363, 1.1891], [5.7563, 0.2261, 0.1060], [5.7517, 0.3709, -1.2503], [6.4786, -0.7288, -1.7678], [6.8660, -1.4600, -0.6892], [6.4309, -0.8945, 0.4490], [7.4336, -2.3649, -0.6009], [6.6823, -0.9394, -2.7974], [5.2922, 1.1640, -1.8034], [5.1930, 2.1016, 0.9550], [5.6242, 0.8274, 2.1391], [0.5980, 2.8743, 0.2370], [-2.1137, 2.0945, -0.0839], [-2.1684, 3.0460, -1.0978], [-3.3769, 3.2671, -1.7221], [-4.5211, 2.5495, -1.3674], [-4.4928, 1.5975, -0.3699], [-3.2814, 1.3834, 0.2734], [-5.3753, 1.0325, -0.1140], [-5.4459, 2.7422, -1.8893], [-3.4448, 4.0051, -2.5070], [-1.2859, 3.5969, -1.3838], [-1.1873, 0.0787, 2.3598], [-4.8455, -0.1294, 1.8830], [-3.4851, -0.7389, 2.8603], [-1.7787, -1.9156, 1.4010], [-2.0815, -4.3283, 0.6538], [-3.0962, -3.6035, -0.6175], [-0.5729, -4.1469, -1.1274], [-0.2178, -2.6862, -0.1661], [-0.8032, -0.6156, -1.1179], [-2.5250, -0.9671, -1.4421]],
  "energy_ev": -37321.0442,
  "orbital_gap_ev": 7.749,
  "spin_multiplicity": 1
}

(2)
{
  "formula": "C22H22N5OPdS",
  "method": "wB97M-V/def2-TZVPD",
  "symbols": ["Pd", "C", "C", "C", "C", "N", "C", "N", "C", "N", "C", "N", "C", "C", "C", "C", "C", "N", "C", "C", "C", "C", "C", "C", "H", "H", "H", "H", "H", "H", "H", "H", "H", "H", "H", "H", "C", "C", "S", "O", "C", "C", "H", "H", "H", "H", "H", "H", "H", "H", "H", "H"],
  "xyz": [[0.0054, 0.0850, -0.3758], [4.0394, -1.2291, -0.8323], [4.8439, -0.1676, -0.4227], [4.2387, 1.0166, -0.0999], [2.8435, 1.1521, -0.1571], [2.0692, 0.0964, -0.4736], [2.6817, -1.0543, -0.8419], [2.3832, 2.4263, 0.0833], [1.1547, 2.7707, 0.0535], [0.0226, 1.9986, -0.0898], [-1.0974, 2.7966, -0.0002], [-2.3337, 2.4806, -0.0243], [-2.8144, 1.2082, -0.2254], [-4.2134, 1.1012, -0.1949], [-4.8353, -0.0915, -0.4503], [-4.0432, -1.1928, -0.7699], [-2.6843, -1.0352, -0.7693], [-2.0556, 0.1225, -0.4699], [-0.6482, 4.1964, 0.1832], [-1.3658, 5.3650, 0.3136], [-0.6360, 6.5388, 0.4800], [0.7574, 6.5232, 0.5115], [1.4669, 5.3326, 0.3811], [0.7295, 4.1799, 0.2196], [4.4587, -2.1740, -1.1463], [5.9206, -0.2664, -0.3856], [4.7966, 1.8960, 0.1856], [2.0278, -1.8462, -1.1621], [-4.7597, 2.0067, 0.0233], [-5.9139, -0.1693, -0.4273], [-4.4716, -2.1518, -1.0226], [-2.0458, -1.8518, -1.0516], [-2.4469, 5.3613, 0.2816], [-1.1561, 7.4809, 0.5897], [1.2938, 7.4540, 0.6386], [2.5479, 5.3055, 0.4019], [-1.2432, -4.4282, -1.8336], [-0.3029, -4.6072, -0.6526], [-0.4019, -3.2087, 0.4621], [0.1020, -2.0453, -0.3887], [0.9483, -3.6121, 1.5895], [0.4226, -4.2552, 2.8659], [-1.1534, -5.2853, -2.4992], [-0.9896, -3.5334, -2.4005], [-2.2839, -4.3642, -1.5128], [0.7399, -4.6923, -0.9622], [-0.5696, -5.4748, -0.0436], [1.4219, -2.6471, 1.7754], [1.6537, -4.2540, 1.0613], [-0.3199, -3.6225, 3.3506], [1.2453, -4.4066, 3.5628], [-0.0296, -5.2282, 2.6718]],
  "energy_ev": -46980.0207,
  "charge": 1,
  "orbital_gap_ev": 7.642,
  "spin_multiplicity": 1
}

(3)
{
  "formula": "C22H22N6O3S2",
  "method": "wB97M-V/def2-TZVPD",
  "symbols": ["C", "C", "H", "H", "O", "C", "O", "C", "C", "N", "N", "C", "H", "C", "C", "C", "C", "C", "C", "H", "H", "H", "H", "H", "N", "C", "O", "C", "H", "H", "S", "C", "N", "N", "C", "N", "C", "C", "H", "H", "H", "H", "H", "C", "C", "C", "C", "S", "H", "H", "H", "H", "H", "H", "H"],
  "xyz": [[6.1364, 2.2492, -1.4343], [6.5893, 0.8588, -1.0114], [6.9530, 0.8753, 0.0218], [7.3661, 0.4711, -1.6747], [5.5110, -0.0691, -1.1057], [4.6863, -0.1303, -0.0548], [4.8648, 0.4488, 0.9902], [3.5762, -1.0583, -0.2982], [2.2958, -0.9841, 0.2390], [1.6498, -2.1234, -0.1220], [2.4424, -2.9122, -0.8680], [3.5881, -2.2884, -0.9874], [4.3981, -2.7246, -1.5353], [0.3883, -2.5962, 0.2821], [-0.0288, -2.4720, 1.6020], [-1.2491, -2.9974, 1.9829], [-2.0426, -3.6596, 1.0624], [-1.6176, -3.7928, -0.2496], [-0.4043, -3.2622, -0.6442], [-0.0479, -3.3684, -1.6566], [-2.2319, -4.3141, -0.9692], [-2.9857, -4.0857, 1.3729], [-1.5745, -2.9001, 3.0069], [0.6089, -1.9998, 2.3338], [1.6837, 0.0624, 0.8986], [2.0030, 1.3691, 0.6471], [2.7808, 1.7528, -0.1904], [1.2522, 2.3281, 1.5610], [0.8699, 1.8445, 2.4573], [1.9064, 3.1617, 1.8148], [-0.1500, 3.0923, 0.6896], [-1.2184, 1.7288, 0.6076], [-1.0191, 0.5438, 1.1330], [-2.0831, -0.2119, 0.8429], [-2.9317, 0.5107, 0.1487], [-2.4177, 1.7729, -0.0372], [-2.9642, 2.9240, -0.7066], [-3.7956, 3.7775, 0.2451], [-4.6277, 3.2034, 0.6456], [-3.1787, 4.1288, 1.0687], [-4.1901, 4.6372, -0.2876], [-3.5724, 2.5823, -1.5473], [-2.1224, 3.5073, -1.0916], [-4.1749, -0.0175, -0.3215], [-4.5219, -1.3425, -0.2592], [-5.8077, -1.5978, -0.7671], [-6.4331, -0.4734, -1.2055], [-5.4620, 0.9263, -1.0101], [-7.4087, -0.3726, -1.6376], [-6.2519, -2.5759, -0.8055], [-3.8510, -2.0807, 0.1381], [0.7500, -0.1013, 1.2913], [5.8148, 2.2398, -2.4727], [6.9522, 2.9571, -1.3165], [5.2972, 2.5584, -0.8156]],
  "energy_ev": -59924.9817,
  "orbital_gap_ev": 8.553,
  "spin_multiplicity": 1
}

(4)
{
  "formula": "C22H23BrCl32F3NNbO5",
  "method": "wB97M-V/def2-TZVPD",
  "symbols": ["C", "C", "C", "O", "O", "C", "C", "C", "C", "C", "C", "Nb", "C", "C", "C", "F", "F", "F", "C", "C", "O", "Br", "O", "N", "O", "H", "H", "H", "H", "H", "H", "H", "H", "H", "H", "H", "H", "H", "H", "H", "H", "H", "H", "H", "H", "H", "H", "H", "C", "Cl", "Cl", "Cl", "Cl", "C", "Cl", "Cl", "Cl", "Cl", "C", "Cl", "Cl", "Cl", "Cl", "C", "Cl", "Cl", "Cl", "Cl", "C", "Cl", "Cl", "Cl", "Cl", "C", "Cl", "Cl", "Cl", "Cl", "C", "Cl", "Cl", "Cl", "Cl", "C", "Cl", "Cl", "Cl", "Cl"],
  "xyz": [[-6.0366, 2.1386, 2.9387], [-5.1435, 1.1763, 3.6456], [-5.1997, -0.4478, 3.4293], [-6.3780, -1.0446, 3.1190], [-4.0430, -1.3414, 3.5948], [-2.7673, -0.6612, 3.2871], [-1.5818, -1.8135, 3.5409], [-0.5621, -1.8260, 2.2574], [-0.5910, -3.3562, 1.5897], [0.3172, -3.2269, 0.1991], [-0.6943, -2.7086, -0.9943], [-0.0103, -0.7934, -2.0457], [-0.7699, -1.4732, -4.0835], [-2.3991, -1.4528, -4.2650], [-3.1964, -2.6886, -3.5406], [-2.4997, -3.9998, -3.5952], [-4.4734, -2.8756, -4.3255], [-3.6633, -2.3338, -2.1485], [2.0865, -1.6736, -2.5227], [3.3027, -0.8716, -1.7547], [4.1360, -0.0815, -2.4860], [3.7073, -0.9714, 0.2138], [0.7312, 1.0677, -2.8095], [1.5366, 0.8626, -3.8661], [2.1421, 1.8859, -4.1713], [-7.1987, 2.1549, 3.1281], [-5.5886, 2.9086, 2.1681], [-4.3137, 1.6055, 4.3721], [-2.7402, -0.2222, 2.1952], [-2.5129, 0.2348, 4.0132], [-2.0807, -2.8719, 3.7702], [-0.9976, -1.5014, 4.5240], [0.5408, -1.5650, 2.5641], [-0.8711, -1.0928, 1.3853], [-0.1039, -4.1652, 2.2898], [-1.7028, -3.6608, 1.3785], [0.7209, -4.2922, -0.0701], [1.1587, -2.4300, 0.3622], [-1.7239, -2.4743, -0.4837], [-0.7263, -3.5529, -1.8040], [0.6449, -0.2455, -0.4117], [-1.5432, 0.1002, -1.6379], [-0.3258, -0.7157, -4.8889], [-0.2664, -2.5218, -4.3171], [-2.6206, -1.5542, -5.4335], [-2.8983, -0.4312, -3.9339], [2.2562, -1.7358, -3.7000], [2.0489, -2.8091, -2.1593], [7.8975, -0.6073, -3.5352], [8.2584, -0.2245, -1.8329], [9.4058, -0.5787, -4.4832], [7.1628, -2.2274, -3.6367], [6.7627, 0.6013, -4.1880], [2.4947, 4.7686, -1.6882], [3.3550, 3.2467, -2.0321], [2.3425, 4.9797, 0.0744], [3.4092, 6.1356, -2.3734], [0.8720, 4.7124, -2.4219], [2.6832, 9.3917, 0.4923], [2.6411, 10.1473, -1.1207], [2.4699, 7.6304, 0.3289], [4.2519, 9.7308, 1.2662], [1.3700, 10.0585, 1.4949], [-3.3386, 5.3267, 3.7569], [-3.9089, 6.1097, 5.2524], [-1.5847, 5.0348, 3.8710], [-4.1861, 3.7747, 3.5388], [-3.6749, 6.3877, 2.3656], [1.0671, 3.3003, 6.3877], [1.0250, 4.0559, 4.7746], [0.8538, 1.5389, 6.2243], [2.6358, 3.6394, 7.1615], [-0.2462, 3.9671, 7.3903], [12.4473, -2.4457, -7.1877], [12.4052, -1.6901, -8.8007], [12.2340, -4.2070, -7.3511], [14.0160, -2.1066, -6.4139], [11.1340, -1.7789, -6.1851], [-9.6277, -0.1064, 1.5455], [-10.9602, 0.9957, 1.1157], [-9.0720, -0.9640, 0.0861], [-8.2784, 0.8329, 2.2325], [-10.2003, -1.2898, 2.7480], [-1.0446, -7.7584, 2.5252], [0.2647, -8.9195, 2.8603], [-2.5956, -8.6281, 2.4141], [-1.1279, -6.5611, 3.8420], [-0.7193, -6.9250, 0.9844]],
  "energy_ev": -515356.9949,
  "charge": -1,
  "orbital_gap_ev": 5.912,
  "spin_multiplicity": 1
}

Copy entry 1 word for word.
{
  "formula": "C22H22N4O4",
  "method": "wB97M-V/def2-TZVPD",
  "symbols": ["C", "H", "O", "C", "C", "N", "C", "O", "C", "N", "C", "C", "C", "C", "C", "N", "C", "O", "N", "H", "C", "C", "C", "C", "C", "O", "H", "H", "H", "H", "H", "H", "C", "C", "C", "C", "C", "C", "H", "H", "H", "H", "H", "H", "H", "H", "H", "H", "H", "H", "H", "H"],
  "xyz": [[-1.5022, -1.1041, -1.8079], [-1.4183, -0.6404, -2.7891], [-1.1798, -2.4619, -1.9825], [-0.9717, -3.1857, -0.7957], [-2.2378, -3.4367, 0.0372], [-2.5553, -2.3144, 0.8935], [-3.7752, -1.7557, 0.9607], [-4.7539, -2.1625, 0.3781], [-3.8157, -0.4897, 1.8485], [-2.9589, 0.5203, 1.2968], [-1.6353, 0.6252, 1.5513], [-1.0497, 1.5757, 0.7340], [0.3283, 1.9134, 0.6570], [1.3599, 1.1053, 1.0256], [1.1469, -0.2199, 1.4218], [0.9670, -1.3262, 1.6902], [2.7569, 1.6126, 0.9059], [3.0038, 2.7313, 0.5019], [3.7093, 0.7410, 1.3164], [3.4510, -0.2025, 1.5647], [5.1236, 1.0363, 1.1891], [5.7563, 0.2261, 0.1060], [5.7517, 0.3709, -1.2503], [6.4786, -0.7288, -1.7678], [6.8660, -1.4600, -0.6892], [6.4309, -0.8945, 0.4490], [7.4336, -2.3649, -0.6009], [6.6823, -0.9394, -2.7974], [5.2922, 1.1640, -1.8034], [5.1930, 2.1016, 0.9550], [5.6242, 0.8274, 2.1391], [0.5980, 2.8743, 0.2370], [-2.1137, 2.0945, -0.0839], [-2.1684, 3.0460, -1.0978], [-3.3769, 3.2671, -1.7221], [-4.5211, 2.5495, -1.3674], [-4.4928, 1.5975, -0.3699], [-3.2814, 1.3834, 0.2734], [-5.3753, 1.0325, -0.1140], [-5.4459, 2.7422, -1.8893], [-3.4448, 4.0051, -2.5070], [-1.2859, 3.5969, -1.3838], [-1.1873, 0.0787, 2.3598], [-4.8455, -0.1294, 1.8830], [-3.4851, -0.7389, 2.8603], [-1.7787, -1.9156, 1.4010], [-2.0815, -4.3283, 0.6538], [-3.0962, -3.6035, -0.6175], [-0.5729, -4.1469, -1.1274], [-0.2178, -2.6862, -0.1661], [-0.8032, -0.6156, -1.1179], [-2.5250, -0.9671, -1.4421]],
  "energy_ev": -37321.0442,
  "orbital_gap_ev": 7.749,
  "spin_multiplicity": 1
}